(1)
An isolated molecule of C10H20O3Si in a non-equilibrium geometry. Source: the Open Molecules 2025 dataset; level of theory: wB97M-V/def2-TZVPD.

XYZ file:
```
34
Properties=species:S:1:pos:R:3:mulliken_charge:R:1
O 0.8049 -0.9600 -1.1417 -0.65
O 1.2993 -1.8103 0.8851 -0.37
O -2.7499 2.0132 0.7304 -0.47
C 1.6177 -1.4672 -0.3946 0.53
C 3.5599 -0.6426 -1.6097 -1.16
C 3.0839 -1.5113 -0.7208 0.80
C -3.9364 1.3344 1.0157 -0.67
C 3.9954 -2.2861 0.1308 -1.27
C -0.0573 -1.5377 1.2040 -0.30
C -0.1731 -0.1416 1.8095 -0.64
C -2.1691 -0.1602 -1.1867 -0.97
C -1.0414 2.7709 -1.3957 -1.14
C -0.0362 1.0105 0.8361 -0.39
Si -1.5486 1.3508 -0.2486 0.48
H 4.5927 -0.4664 -1.7681 0.36
H 2.8882 -0.0347 -2.1705 0.30
H -4.5035 1.1441 0.1031 0.28
H -3.7319 0.4082 1.5480 0.27
H -4.5282 1.9920 1.6314 0.25
H 3.4567 -3.1535 0.5695 0.32
H 4.8775 -2.6624 -0.3955 0.43
H 4.3840 -1.7228 0.9980 0.26
H -0.6515 -1.6572 0.2990 0.22
H -0.3860 -2.2943 1.9473 0.33
H -1.1512 -0.0880 2.2900 0.31
H 0.6507 -0.0720 2.5598 0.34
H -2.8652 -0.7612 -0.6123 0.33
H -2.6325 0.1799 -2.1106 0.37
H -1.2850 -0.7432 -1.4025 0.27
H -1.7567 3.0165 -2.1763 0.34
H -0.0995 2.4884 -1.8883 0.31
H -0.7899 3.6410 -0.7725 0.30
H 0.1359 1.9850 1.3225 0.46
H 0.7462 0.8378 0.1143 0.14
```

LUMO ... 0.53 eV
Structure (SMILES) ... C=C(C)C(=O)OCCC[Si](C)(C)OC

---

(2)
An isolated molecule of C6H12O in a non-equilibrium geometry. Source: the Open Molecules 2025 dataset; level of theory: wB97M-V/def2-TZVPD.

XYZ file:
```
19
Properties=species:S:1:pos:R:3:mulliken_charge:R:1
C -1.0326 0.5908 1.7094 -0.60
O -0.9601 1.9042 2.2728 -0.53
C 0.2747 0.2833 1.0045 -0.53
C 0.3966 0.8251 -0.4146 -0.88
C -0.3680 -0.0111 -1.4415 -0.37
C 1.5062 -1.7001 -1.4833 -0.75
C 0.3531 -1.2228 -1.9463 -0.19
H -1.9882 0.4584 1.1818 0.29
H -1.2421 -0.1419 2.5054 0.36
H -1.5425 1.9510 3.0403 0.29
H 0.5050 -0.7724 1.1586 0.39
H 0.9908 0.8301 1.6270 0.32
H 1.4569 0.7909 -0.6734 0.43
H 0.0686 1.8576 -0.3328 0.41
H -0.7798 0.5849 -2.2535 0.35
H -1.2660 -0.3542 -0.9042 0.22
H 1.8535 -1.5067 -0.4736 0.19
H 2.0201 -2.5137 -1.9768 0.27
H -0.2462 -1.8535 -2.5998 0.34
```

LUMO ... 0.95 eV
Structure (SMILES) ... C=CCCCCO

---

(3)
A structure of composition C30H28MgN5O6 in a non-equilibrium geometry. Source: the Open Molecules 2025 dataset; level of theory: wB97M-V/def2-TZVPD.

XYZ file:
```
70
Properties=species:S:1:pos:R:3:mulliken_charge:R:1
Mg 0.4125 -0.3572 -0.3395 2.72
C -4.0455 3.8809 -0.5321 -1.05
O -3.1410 2.8469 -0.1157 -0.22
C -2.0587 3.1762 0.6837 0.03
C -1.8882 4.3735 1.2800 -0.29
C -0.7213 4.7412 1.9881 -1.02
C 0.2375 3.7968 2.2206 -0.74
C 0.1281 2.5252 1.6592 0.86
C 1.1890 1.6112 2.0550 -0.87
N 1.4298 0.4575 1.4818 0.66
N 2.2877 -0.3671 2.0924 -1.01
C 2.4887 -1.4020 1.2993 0.34
O 1.8714 -1.6815 0.2155 -0.96
C 3.5734 -2.3582 1.7016 0.03
C 3.5725 -3.6334 1.1821 -0.04
C 4.6661 -4.5132 1.2936 -0.76
C 5.7040 -4.1206 2.1122 -0.11
C 5.7077 -2.8665 2.7720 -0.72
C 4.6250 -2.0220 2.5833 -0.22
C -0.9835 2.1877 0.7765 1.23
O -1.1092 1.0931 0.1834 -0.84
H -4.8242 4.1250 0.2010 0.34
H -3.5735 4.8480 -0.7322 0.41
H -4.4810 3.5565 -1.5085 0.25
H -2.7105 5.1422 1.1556 0.29
H -0.5825 5.7699 2.3139 0.35
H 1.1118 4.0108 2.9021 0.22
H 1.9803 1.9079 2.8066 0.07
H 2.7004 -3.9885 0.6318 0.34
H 4.6133 -5.4982 0.7731 0.32
H 6.6192 -4.7209 2.3098 0.28
H 6.5300 -2.6234 3.4108 0.41
H 4.4267 -1.1456 3.2002 0.38
C -2.8746 -1.8786 4.2711 -0.56
C -1.8570 -1.0035 3.9454 -0.97
C -1.3441 -0.8703 2.6683 0.19
C -1.9498 -1.5483 1.6364 0.07
C -3.1819 -2.2274 1.9034 -0.80
C -3.5755 -2.4777 3.2141 -0.45
N -1.4075 -1.5413 0.3857 1.09
N -1.7977 -2.5307 -0.3862 -1.04
C -1.0539 -2.7050 -1.5417 0.17
C -1.4613 -3.6327 -2.5514 -0.60
C -0.8282 -3.6595 -3.7831 -0.24
C 0.1888 -2.7462 -4.0420 -0.95
C 0.5377 -1.8424 -3.0483 -0.40
N -0.1108 -1.7954 -1.8432 0.03
H -3.1457 -2.0222 5.3177 0.38
H -1.3294 -0.5043 4.7377 0.39
H -0.4808 -0.2679 2.5586 0.50
H -3.6822 -2.7181 1.0846 0.43
H -4.3792 -3.1592 3.3704 0.41
H -2.2893 -4.2230 -2.2533 0.54
H -1.0868 -4.4289 -4.5445 0.33
H 0.8616 -2.8827 -4.8816 0.43
H 1.3435 -1.1093 -3.1865 0.64
C -0.2929 3.7008 -3.0672 -1.45
C -0.2577 2.1436 -3.2210 2.12
C -0.2282 1.7925 -4.7368 -1.53
O -1.4864 1.5526 -2.7889 -0.72
C 1.1778 1.7489 -2.5845 -0.14
O 2.1727 2.4104 -2.9802 -0.80
O 1.2217 0.8808 -1.6659 -0.58
H -1.1760 4.0347 -3.6278 0.34
H 0.6859 4.1368 -3.3712 0.35
H -0.4947 3.9893 -2.0179 0.23
H -1.2627 2.0486 -5.0797 0.37
H -0.0089 0.7297 -4.9029 0.25
H 0.5225 2.4720 -5.2185 0.31
H -1.4253 1.3818 -1.8260 -0.03
```

LUMO ... 0.50 eV
Net charge ... -1

---

(4)
A structure of composition C12H14N2O5Sn in a non-equilibrium geometry. Source: the Open Molecules 2025 dataset; level of theory: wB97M-V/def2-TZVPD.

XYZ file:
```
34
Properties=species:S:1:pos:R:3:mulliken_charge:R:1
Sn 0.3434 0.3796 -0.4814 1.12
O 3.5706 -2.0667 0.0747 -0.64
C 2.3988 -1.9323 -0.1663 0.14
O 1.9135 -1.0437 -0.9805 -0.76
C 1.3611 -2.8774 0.4832 -0.07
C 0.0933 -3.0131 -0.3687 -0.01
C -0.7598 -4.1918 0.1237 -0.93
C -1.3394 -3.6152 1.4304 -1.01
C -0.7171 -2.2138 1.4258 0.10
O -0.7019 -1.8942 0.0352 -0.47
C 0.7697 -2.3120 1.8004 0.07
C 1.2841 -0.9376 2.2703 0.00
O 1.8965 -0.8518 3.3060 -0.69
O 0.9188 0.1020 1.5771 -0.49
H 1.8599 -3.8349 0.6462 0.49
H 0.2703 -2.9865 -1.4442 0.57
H -0.1659 -5.0882 0.2790 0.37
H -1.5480 -4.4085 -0.5983 0.35
H -1.0526 -4.1781 2.3156 0.41
H -2.4260 -3.5483 1.3949 0.32
H -1.2637 -1.4511 1.9765 0.55
H 0.9414 -2.9956 2.6340 0.52
C -1.1934 2.7909 2.1674 -1.07
C -2.2231 1.9227 1.5546 0.33
N -2.0214 1.0424 0.5987 0.09
C -3.2309 0.4712 0.3269 -0.61
C -4.1827 1.0214 1.1279 -0.50
N -3.5282 1.9431 1.9018 -0.06
H -0.2102 2.4082 1.8999 0.13
H -1.2884 2.7948 3.2509 0.34
H -1.2946 3.8149 1.8096 0.32
H -3.3234 -0.2938 -0.4192 0.45
H -5.2357 0.8485 1.2119 0.43
H -3.9492 2.5281 2.6053 0.19
```

LUMO ... -0.09 eV

---

(5)
A cluster of 3 separate species, C3H14N2O2 in total in a non-equilibrium geometry. Source: the Open Molecules 2025 dataset; level of theory: wB97M-V/def2-TZVPD.

XYZ file:
```
21
Properties=species:S:1:pos:R:3:mulliken_charge:R:1
C -0.9020 2.4185 -0.7329 -1.28
C -0.9307 1.1396 0.1062 -0.36
N -0.2693 0.0371 -0.5837 -0.25
C -0.5669 -1.2747 0.0524 -0.26
N 0.2248 -2.3679 -0.4807 -0.61
H -1.4040 2.2810 -1.6902 0.34
H -1.4148 3.2006 -0.1811 0.37
H 0.1078 2.7819 -0.9380 0.29
H -2.0004 0.9441 0.3150 0.31
H -0.4762 1.2809 1.0885 0.32
H -0.7498 0.0193 -1.4781 0.23
H -0.3670 -1.1621 1.1161 -0.02
H -1.5767 -1.5088 -0.2828 0.40
H 1.1587 -2.0792 -0.7466 0.25
H -0.2406 -2.7702 -1.2882 0.27
H 0.8406 -0.4119 4.5378 0.30
H 0.6246 -1.2620 3.3484 0.31
O 0.2680 -0.4718 3.7960 -0.62
H 3.2587 0.0353 -2.1369 0.31
H 1.7919 -0.1542 -1.8393 0.35
O 2.6232 -0.6754 -1.9818 -0.68
```

LUMO ... 0.85 eV
Structure (SMILES) ... CCNCN.O.O

---

(6)
A cluster of 3 separate species, C6H12Cl6 in total in a non-equilibrium geometry. Source: the Open Molecules 2025 dataset; level of theory: wB97M-V/def2-TZVPD.

XYZ file:
```
24
Properties=species:S:1:pos:R:3:mulliken_charge:R:1
Cl 0.0676 2.1940 -2.3039 -0.20
C -0.1766 1.4713 -0.7021 -0.21
C 1.1139 0.9833 -0.0691 -0.47
Cl 1.8973 2.3288 0.8702 -0.21
H -0.7934 0.5856 -0.8682 0.17
H -0.6912 2.1455 -0.0271 0.34
H 1.8555 0.6555 -0.7900 0.35
H 0.9344 0.1932 0.6537 0.22
Cl -2.6097 -1.0182 -2.8374 -0.20
C -3.3977 0.5903 -2.8801 -0.25
C -4.6557 0.6282 -2.0443 -0.38
Cl -4.3991 1.5567 -0.5392 -0.20
H -3.5497 0.8349 -3.9300 0.30
H -2.6916 1.3438 -2.5367 0.12
H -5.0853 -0.3541 -1.8591 0.33
H -5.4707 1.1400 -2.5620 0.27
Cl 2.0225 -2.3914 4.3522 -0.20
C 3.3802 -1.6296 3.5196 -0.37
C 3.5036 -2.1144 2.1014 -0.27
Cl 5.1358 -1.8082 1.4143 -0.20
H 4.2583 -1.9080 4.0951 0.32
H 3.2228 -0.5542 3.5203 0.28
H 2.7519 -1.6832 1.4406 0.12
H 3.3769 -3.1898 1.9820 0.33
```

LUMO ... 0.52 eV
Structure (SMILES) ... ClCCCl.ClCCCl.ClCCCl